No. 1
25
Properties=species:S:1:pos:R:3:forces:R:3:nbo_charge:R:1 method="wB97M-V/def2-TZVPD" charge=0 homo_energy_ev="-6.7 / -6.2"
N -1.858298 -1.276747 0.528866 -0.206 -0.473 0.168 -0.674
N -0.624394 -0.610454 0.828920 0.552 0.427 0.088 -0.485
C -0.651516 2.280408 0.975779 0.170 -0.383 0.391 -0.657
C 0.281995 1.459442 -1.291923 -0.895 -0.081 -0.100 -0.507
C 1.791937 -0.421773 0.583245 -0.151 0.033 -0.145 -0.617
C 0.196478 -0.051052 -1.362493 0.016 0.394 0.508 -0.275
C 0.636175 -2.360266 -0.493175 0.062 0.094 -0.053 -0.613
C 0.514197 -0.865758 -0.155543 -0.602 -0.223 1.323 0.065
C -0.785606 1.466945 -0.270295 0.217 1.008 -1.390 -0.011
H 2.646492 -0.535371 -0.084962 0.001 -0.022 0.045 0.222
H 1.966161 -1.020413 1.483837 -0.065 -0.046 -0.165 0.209
H -2.613696 -0.644385 0.792000 0.170 0.043 0.026 0.343
H 0.718154 -2.964221 0.414309 0.005 0.107 -0.049 0.212
H -1.953232 -1.350231 -0.486941 0.365 0.154 0.248 0.350
H -1.509114 2.169526 1.642546 0.062 -0.061 -0.009 0.211
H 1.227153 1.901873 -0.967354 -0.072 -0.128 -0.063 0.211
H 0.248945 2.031922 1.537813 0.008 0.029 0.074 0.208
H -0.224281 -2.724700 -1.055731 -0.007 0.036 -0.002 0.208
H -0.570098 3.342860 0.707914 -0.029 -0.077 -0.068 0.214
H -0.458827 -0.512235 -2.097213 0.066 0.201 -0.020 0.192
H -0.401505 -0.659049 1.825826 -0.024 -0.918 -0.435 0.361
H -0.050452 1.903244 -2.232659 0.273 -0.019 -0.063 0.225
H -1.806625 1.340190 -0.613290 0.197 -0.061 -0.248 0.188
H 1.526141 -2.521814 -1.104035 -0.035 -0.036 0.006 0.214
H 1.753817 0.622061 0.894558 -0.077 0.001 -0.067 0.206

---

No. 2
28
Properties=species:S:1:pos:R:3:forces:R:3:nbo_charge:R:1 method="wB97M-V/def2-TZVPD" charge=+1 homo_energy_ev=-13.1 smiles="CN1CCC[N@@H+](C)[C@]1(O)C(N)=O"
O 0.580864 0.186462 1.582589 -3.037 1.459 -1.278 -0.719
O 2.999985 0.100308 0.560302 -0.056 -0.102 -0.486 -0.557
N 2.190558 -0.385433 -1.558195 0.106 1.191 1.921 -0.812
N -0.076982 1.246258 -0.379538 -0.971 -1.049 3.271 -0.377
N -0.331096 -1.294432 -0.322337 4.577 1.290 -1.381 -0.466
C 2.121739 -0.075824 -0.253701 -0.434 0.675 0.970 0.606
C -2.365596 0.114595 -0.278673 5.836 -0.436 0.506 -0.397
C 0.455817 2.561289 -0.013922 0.538 -1.779 0.236 -0.405
C 0.658544 0.121882 0.244302 -0.599 -4.260 0.149 0.506
C 0.441111 -2.501377 0.128924 -3.831 1.246 4.679 -0.444
C -1.621718 -1.151055 0.214351 -1.485 0.289 -0.304 -0.250
C -1.441249 1.239770 0.234287 -2.257 -1.728 -2.235 -0.216
H -0.235387 0.950984 -1.317168 0.471 0.513 -1.540 0.459
H -2.412301 0.097645 -1.313252 -0.239 -0.061 -2.223 0.208
H 3.128371 -0.547889 -1.853274 0.214 -0.653 -1.020 0.438
H -1.451087 -1.135018 1.262593 -0.870 0.046 1.563 0.180
H 1.266300 -0.057440 2.152211 2.517 -0.722 0.543 0.543
H 1.314354 -0.794595 -1.779414 -0.361 -1.019 -1.617 0.426
H 0.533737 2.754655 1.010032 -0.433 -0.751 1.939 0.253
H -2.330815 -1.921905 -0.050424 0.526 -1.054 -0.017 0.235
H 1.408868 2.661280 -0.320475 3.237 0.389 -1.683 0.232
H -3.287505 0.052976 0.104955 -3.414 0.604 1.691 0.242
H -0.051020 -3.444415 0.060173 -1.235 -0.410 -0.927 0.241
H 0.537110 -2.543063 1.305075 0.251 0.664 -1.836 0.178
H -1.809935 2.168121 0.002271 -1.106 2.257 -0.013 0.214
H -1.407426 0.981304 1.221671 0.706 0.567 2.745 0.245
H 1.332846 -2.664243 -0.288760 3.531 0.135 -1.789 0.208
H -0.148081 3.279161 -0.354601 -2.182 2.698 -1.864 0.228

---

No. 3
28
Properties=species:S:1:pos:R:3:forces:R:3:nbo_charge:R:1 method="wB97M-V/def2-TZVPD" charge=+1 homo_energy_ev=-13.1 smiles="CCCOC[C@H]1NC(N)=[NH+]CO1"
O 0.280850 1.511047 -1.268563 -0.167 -0.060 -0.052 -0.508
O 2.444845 -0.878639 -0.280036 0.075 0.485 -0.266 -0.482
N -0.364934 -3.086553 1.363159 -0.499 -0.352 0.678 -0.682
N 0.416715 -1.972168 -0.499083 -0.400 0.672 -0.339 -0.665
N 1.885890 -2.636972 1.204196 -0.723 1.307 1.160 -0.561
C -2.570989 3.268930 0.148108 -0.097 0.110 -0.090 -0.601
C -1.858574 2.648735 -1.035140 -0.448 -0.534 0.463 -0.423
C 0.632859 -2.569516 0.718148 0.779 -0.745 -0.136 0.707
C -0.955760 1.526856 -0.555127 0.389 0.601 0.073 -0.068
C 2.706376 -1.378464 0.965269 0.334 -0.525 -0.191 0.096
C 0.751391 0.246483 -1.595499 0.379 0.085 -0.125 -0.086
C 1.055037 -0.624789 -0.392352 0.237 -0.669 -0.286 0.208
H 3.741950 -1.645571 1.054145 0.439 -0.155 -0.140 0.224
H 1.822484 -2.751851 2.214233 0.556 -0.604 -0.016 0.392
H -2.978193 2.505983 0.795480 -0.115 -0.318 0.297 0.195
H 2.462858 -0.645742 1.728201 -0.227 0.063 0.384 0.174
H -1.295172 3.385233 -1.581379 0.234 0.183 -0.303 0.229
H 0.962449 -2.486686 -1.187941 -0.204 0.007 -0.314 0.415
H -1.308760 -3.076324 1.001839 0.143 0.045 -0.250 0.452
H 0.099002 -0.286852 -2.278661 -0.451 -0.144 -0.077 0.186
H 1.692464 0.384464 -2.108892 0.307 0.122 -0.204 0.227
H 0.726776 -0.184020 0.545470 -0.366 0.328 0.046 0.184
H -1.904967 3.888408 0.726900 0.249 0.229 0.291 0.208
H -3.409118 3.868377 -0.166450 -0.244 0.346 -0.147 0.224
H -1.471143 0.575154 -0.619133 -0.075 -0.401 -0.141 0.164
H -2.624029 2.207751 -1.657023 -0.055 0.079 -0.653 0.204
H -0.729936 1.715234 0.491430 0.143 -0.093 0.354 0.163
H -0.210372 -3.508505 2.268704 -0.195 -0.060 -0.016 0.422

---

No. 4
28
Properties=species:S:1:pos:R:3:forces:R:3:nbo_charge:R:1 method="wB97M-V/def2-TZVPD" charge=+2 homo_energy_ev=-16.4
O -2.143692 0.515525 -0.029045 0.491 0.325 -0.206 -0.269
N 3.175881 1.439435 0.251987 -0.425 -0.884 -1.342 -0.488
N 0.134276 -0.692839 -1.273023 1.101 0.330 1.014 -0.416
N 1.792766 -0.421354 0.303943 0.314 0.171 0.773 -0.384
N -4.080548 -0.503527 0.797302 -3.576 -4.174 1.332 -0.606
C -3.063117 -0.017825 0.345863 2.789 0.882 -0.848 0.994
C -0.747748 -1.498667 -2.063813 1.461 -2.684 0.684 -0.433
C 2.362827 0.593569 -0.332817 -0.640 0.626 1.055 0.411
C 3.972469 2.359781 -0.508072 0.326 2.999 -0.697 -0.451
C -5.280553 0.362271 0.788468 -3.455 -0.541 0.673 -0.440
C 0.836227 -1.200936 -0.355664 -1.603 -1.172 -1.324 0.259
C 2.009394 -0.791670 1.745962 1.269 -0.900 -2.216 -0.419
H -6.122006 -0.176343 1.438341 1.953 1.174 -1.557 0.285
H 2.021043 0.873095 -1.323180 0.059 -0.558 -0.148 0.257
H -5.076282 1.312773 1.248942 0.304 0.245 0.304 0.253
H 2.934093 -1.394258 1.765014 -0.158 0.531 0.459 0.244
H -1.692471 -1.618474 -1.574280 -0.806 0.162 0.107 0.176
H 3.458543 2.781054 -1.411097 0.141 -0.966 0.666 0.241
H 2.028153 0.075999 2.362487 -0.078 0.491 0.573 0.233
H -0.338782 -2.577630 -2.174105 -0.647 1.658 -0.127 0.210
H -0.831842 -1.017820 -2.995718 -0.445 0.218 -1.235 0.237
H -4.257425 -1.584946 0.938633 0.871 2.697 -0.387 0.523
H 4.924172 1.909342 -0.815402 -0.189 0.283 0.239 0.239
H 4.104385 3.315719 0.093080 0.291 -1.423 -0.476 0.251
H 3.582372 1.179462 1.108501 0.348 -0.267 1.440 0.416
H 0.724173 -2.285574 -0.029194 0.525 1.273 -0.211 0.189
H 1.219674 -1.484649 1.946020 -0.520 -0.032 0.656 0.232
H -5.645971 0.548475 -0.249139 0.301 -0.461 0.799 0.257

---

No. 5
26
Properties=species:S:1:pos:R:3:forces:R:3:nbo_charge:R:1 method="wB97M-V/def2-TZVPD" charge=+1 homo_energy_ev="-13.2 / -13.2"
S -1.274807 -0.845826 2.313758 1.361 0.770 2.144 0.405
O 1.114563 -1.240507 -0.018234 2.500 -1.304 -0.661 -0.618
N 0.838530 -1.267949 -1.426878 1.145 0.946 -1.129 -0.348
C 0.945921 -2.653129 -2.006351 4.256 3.733 -2.280 -0.422
C -0.965123 0.180806 1.081554 -0.796 1.571 -0.070 0.214
C -1.360694 1.628910 -0.744864 -1.693 0.314 1.016 -0.377
C -0.024195 2.030321 -0.154114 -0.297 -0.129 0.570 -0.405
C -1.626314 0.185356 -0.176148 -0.953 -1.192 -2.688 -0.611
C -0.200433 1.485714 1.261962 1.550 -2.465 -0.209 -0.324
C 1.074783 0.989701 1.919726 -1.154 -2.090 0.742 -0.586
H 2.068997 -1.631676 0.146457 -2.477 0.967 -0.526 0.474
H -1.876747 -1.795986 1.708057 -1.187 -1.280 -1.295 0.137
H 2.060244 -2.981640 -2.077276 -1.836 0.186 0.443 0.186
H 0.803320 1.373202 -0.523102 -0.324 1.376 -0.371 0.217
H -1.153264 -0.556777 -0.934997 -0.217 0.805 1.208 0.350
H 0.363062 -3.269209 -1.467373 -1.966 -2.261 1.667 0.205
H -2.684004 -0.225104 -0.030274 1.179 0.916 -0.528 0.279
H 1.673401 1.747305 2.261983 1.595 1.799 0.824 0.233
H 0.063226 3.161469 -0.129429 0.618 -1.567 -0.392 0.260
H 0.637446 -2.509748 -3.057756 -0.180 -0.408 0.536 0.227
H 1.492705 -0.529609 -1.939339 -1.496 -2.267 1.480 0.357
H -2.086120 2.322298 -0.222627 0.335 -0.666 -0.924 0.210
H 1.604461 0.250340 1.326596 0.112 0.654 -0.344 0.234
H -0.726645 2.093837 1.949315 -0.786 0.874 0.627 0.265
H -1.490703 1.702609 -1.815509 0.052 -0.008 -0.148 0.242
H 0.728388 0.355293 2.754866 0.658 0.727 0.309 0.196

---

No. 6
25
Properties=species:S:1:pos:R:3:forces:R:3:nbo_charge:R:1 method="wB97M-V/def2-TZVPD" charge=+1 homo_energy_ev=-13.3 smiles=CC[NH+](CC)[C@@]1(C)CS1
S -2.665451 -0.289855 -0.466698 -0.275 0.522 0.127 0.244
N 0.086208 0.035318 -0.219304 -2.392 -0.261 0.082 -0.409
C -1.351995 0.414943 0.441909 1.711 2.086 -2.694 0.022
C -2.184826 1.518683 -0.392845 2.661 -3.914 -0.638 -0.472
C -1.148556 0.627154 1.918578 1.817 -0.359 -1.856 -0.654
C 0.126431 -2.298210 -1.053938 0.899 -2.926 -0.686 -0.687
C 2.280025 0.811187 -0.855782 -0.654 0.576 1.776 -0.625
C 1.124380 0.942856 0.197296 3.226 -1.989 0.528 -0.229
C 0.368236 -1.450170 0.149007 -0.387 1.390 -0.159 -0.210
H -0.916131 -2.528598 -1.257407 -0.145 0.810 -0.382 0.249
H 0.059308 0.109574 -1.263207 -0.642 -0.335 0.990 0.440
H -0.704082 -0.256914 2.336787 -0.163 -0.186 0.788 0.225
H -0.572410 1.517413 2.154565 0.476 -0.088 -0.314 0.242
H 2.536883 -0.225239 -1.048612 -0.080 -0.126 -0.179 0.217
H 1.529881 0.476261 1.170969 -0.779 1.626 -1.095 0.222
H 0.755618 -2.177387 -2.024111 -1.118 0.437 1.839 0.250
H -1.784767 1.953580 -1.349181 -0.625 -0.273 1.380 0.259
H -2.833213 1.924163 0.298883 -1.242 1.849 0.683 0.240
H 0.840207 1.977039 0.179640 -0.526 0.312 0.654 0.237
H 3.119408 1.237728 -0.267671 -0.098 0.238 -1.360 0.252
H -0.290599 -1.627683 1.016558 0.084 -0.405 -0.774 0.230
H -2.073209 0.874960 2.240310 -3.108 0.105 1.747 0.250
H 1.907868 1.329623 -1.756068 0.969 -0.062 0.212 0.220
H 0.419510 -3.318305 -0.702387 0.184 0.500 -0.320 0.257
H 1.371284 -1.578122 0.552713 0.207 0.472 -0.350 0.231

---

For reference, energy above the lowest of the compared OMol25 structures with the same formula, charge and spin by record: 515.3; 241.8; 56.0; 0.0; 230.8; 239.3 kJ/mol.
For reference, DFT total energy by record: -385.64433; -590.72664; -590.79740; -569.91519; -804.10581; -728.93337 Ha.